C26H32N4PtS2 as an isolated structure. Source: the Open Molecules 2025 dataset; level of theory: wB97M-V/def2-TZVPD.

The highest occupied orbital energy (alpha / beta) comes out at -13.931 / -13.931 eV. As for the net charge: +2. The LUMO energy (alpha / beta) comes out at -9.30 / -9.31 eV. Its orbital gap (alpha / beta) is 4.63 / 4.63 eV.

Last column: Löwdin charge in e.
Geometry (Å):
Pt1 0.06 0.49 0.86  1.00
C1 3.06 -4.31 1.56  -0.33
S1 3.39 -2.76 0.68  0.93
C2 1.95 -1.85 0.89  -1.06
S2 1.96 -0.35 -0.04  0.58
N1 0.97 -2.24 1.65  -0.04
N2 -0.06 -1.34 1.67  -0.21
C3 -1.13 -1.62 2.32  -0.01
C4 -2.20 -0.63 2.28  -0.23
C5 -3.42 -0.82 2.89  0.03
C6 -4.40 0.16 2.74  0.00
C7 -4.13 1.27 1.97  -0.01
C8 -2.87 1.40 1.40  -0.10
N3 -1.92 0.49 1.56  -0.05
H1 3.75 -4.37 2.40  0.05
H2 3.24 -5.13 0.87  0.05
H3 2.04 -4.32 1.91  0.03
H4 -1.22 -2.57 2.84  0.15
H5 -3.60 -1.71 3.47  0.14
H6 -5.37 0.04 3.21  0.13
H7 -4.87 2.04 1.81  0.13
H8 -2.62 2.27 0.80  0.11
C9 -1.35 0.79 -4.09  -0.01
C10 -1.12 1.89 -3.10  -0.21
C11 -1.45 3.22 -3.42  0.12
C12 -1.23 4.31 -2.55  -0.20
C13 -1.58 5.71 -2.97  -0.01
C14 -0.68 4.06 -1.32  0.07
C15 -0.34 2.72 -0.92  -0.22
C16 -0.56 1.66 -1.87  0.06
N4 0.17 2.37 0.27  0.00
C17 0.71 3.35 1.25  -0.39
C18 -0.43 4.17 1.89  -0.07
C19 0.17 5.19 2.87  -0.27
C20 1.17 6.09 2.13  -0.10
C21 2.32 5.25 1.58  -0.27
C22 3.02 4.50 2.71  -0.10
C23 2.00 3.60 3.41  -0.27
C24 0.88 4.45 4.01  -0.10
C25 1.42 2.60 2.40  -0.12
C26 1.78 4.24 0.56  -0.06
H9 -1.12 1.11 -5.10  0.10
H10 -2.39 0.47 -4.07  0.10
H11 -0.73 -0.08 -3.87  0.09
H12 -1.88 3.42 -4.39  0.15
H13 -2.07 5.72 -3.95  0.09
H14 -0.69 6.32 -3.03  0.10
H15 -2.26 6.17 -2.25  0.10
H16 -0.52 4.89 -0.66  0.11
H17 -0.20 0.67 -1.62  0.07
H18 -1.10 3.48 2.42  0.12
H19 -1.04 4.70 1.16  0.11
H20 -0.65 5.79 3.27  0.15
H21 1.56 6.84 2.82  0.13
H22 0.67 6.63 1.32  0.13
H23 3.03 5.89 1.06  0.15
H24 3.45 5.21 3.42  0.13
H25 3.85 3.91 2.32  0.13
H26 2.50 3.03 4.20  0.15
H27 1.29 5.17 4.72  0.13
H28 0.17 3.82 4.55  0.13
H29 0.70 1.96 2.92  0.11
H30 2.21 1.97 2.00  0.10
H31 2.58 3.59 0.19  0.14
H32 1.37 4.77 -0.30  0.11

---

C26H32N6O5STb as an isolated structure. Source: the Open Molecules 2025 dataset; level of theory: wB97M-V/def2-TZVPD.

The highest occupied orbital energy (alpha / beta) comes out at -4.024 / -4.072 eV. Its spin multiplicity is 7. As for the net charge: -1. The expectation value of S² is 12.688. As for the relative energy (zero: lowest compared OMol25 entry of this formula, charge and spin): 63.2 kJ/mol. The LUMO energy (alpha / beta) comes out at 1.95 / 1.96 eV. Its orbital gap (alpha / beta) is 5.97 / 6.03 eV.

Last column: Mulliken spin population.
Geometry (Å):
Tb1 0.71 0.62 0.22  5.95
N1 -0.82 4.89 1.68  0.00
C1 -0.41 3.82 0.94  0.00
O1 0.61 3.22 1.24  0.00
C2 -1.29 3.44 -0.22  0.01
C3 -0.56 2.49 -1.17  -0.01
H1 -0.27 5.15 2.48  0.00
H2 -1.68 5.37 1.49  0.00
H3 -1.66 4.37 -0.70  0.00
H4 -2.18 2.95 0.20  0.00
H5 0.14 3.11 -1.77  0.00
H6 -1.31 2.14 -1.90  0.00
O2 -1.43 -0.70 0.15  0.02
C4 -2.15 -1.31 -0.65  0.00
C5 -2.13 -1.27 -2.08  0.00
C6 -3.21 -1.81 -2.78  0.00
C7 -3.26 -1.77 -4.16  0.00
C8 -2.19 -1.21 -4.89  0.00
C9 -1.13 -0.67 -4.24  0.00
C10 -1.04 -0.63 -2.80  0.01
O3 -0.07 -0.09 -2.23  0.04
N2 -4.39 -2.26 -4.83  0.00
O4 -4.42 -2.20 -6.07  0.00
O5 -5.32 -2.72 -4.16  0.00
H7 -2.94 -1.98 -0.24  0.00
H8 -4.03 -2.25 -2.24  0.00
H9 -2.24 -1.22 -5.97  0.00
H10 -0.32 -0.21 -4.79  0.00
C11 3.28 -2.59 0.82  0.00
H11 4.32 -2.30 0.65  0.00
H12 3.09 -3.54 0.30  0.00
H13 3.13 -2.74 1.89  0.00
S1 3.57 1.57 -0.50  -0.01
C12 3.72 0.57 -1.83  -0.01
N3 2.63 0.48 -2.70  0.00
C13 2.71 -0.24 -3.84  0.00
C14 3.85 -0.94 -4.12  0.00
C15 4.87 -0.89 -3.16  0.00
N4 4.82 -0.13 -2.08  0.00
H14 1.73 0.89 -2.42  0.01
H15 1.84 -0.24 -4.47  0.00
H16 3.94 -1.53 -5.02  0.00
H17 5.78 -1.47 -3.28  0.00
C16 -2.52 -0.78 3.70  0.00
N5 -2.39 0.62 4.05  0.00
C17 -3.61 1.35 3.80  0.00
C18 -1.27 1.23 3.35  0.00
C19 0.08 0.64 3.72  -0.01
C20 0.31 0.39 5.07  0.00
C21 1.55 -0.03 5.50  0.00
C22 2.56 -0.20 4.56  0.00
C23 2.30 0.02 3.22  -0.01
C24 1.04 0.42 2.71  0.00
H18 -3.31 -1.23 4.30  0.00
H19 -1.58 -1.28 3.90  0.00
H20 -2.77 -0.91 2.63  0.00
H21 -4.42 0.92 4.40  0.00
H22 -3.90 1.33 2.74  0.00
H23 -3.47 2.39 4.11  0.00
H24 -1.25 2.29 3.63  0.00
H25 -1.40 1.17 2.24  0.01
H26 -0.49 0.54 5.78  0.00
H27 1.74 -0.22 6.55  0.00
H28 3.55 -0.49 4.88  0.00
H29 3.12 -0.13 2.52  0.00
C25 1.89 -2.60 -1.75  -0.01
C26 1.82 -1.46 -0.74  0.01
N6 2.41 -1.50 0.38  0.00
H30 1.43 -3.49 -1.32  0.00
H31 2.93 -2.83 -2.01  0.00
H32 1.35 -2.35 -2.66  0.00

---

C26H32N7O3RuS4 as an isolated structure. Source: the Open Molecules 2025 dataset; level of theory: wB97M-V/def2-TZVPD.

The highest occupied orbital energy comes out at -9.908 eV. As for the net charge: +1. As for the relative energy (zero: lowest compared OMol25 entry of this formula, charge and spin): 185.9 kJ/mol. The LUMO energy comes out at -3.20 eV. Its orbital gap is 6.70 eV.

Last column: Löwdin charge in e.
Geometry (Å):
Ru1 -0.12 0.29 -0.18  0.69
O1 0.36 -1.10 1.16  -0.30
N1 1.24 -2.04 0.77  -0.22
C1 1.45 -3.04 1.65  -0.04
C2 2.35 -4.03 1.38  -0.04
C3 3.06 -3.98 0.17  -0.05
C4 2.83 -2.95 -0.70  -0.07
C5 1.89 -1.95 -0.39  -0.64
S1 1.53 -0.63 -1.44  0.72
H1 0.86 -2.97 2.55  0.15
H2 2.50 -4.82 2.10  0.11
H3 3.78 -4.74 -0.08  0.12
H4 3.35 -2.87 -1.64  0.11
C6 3.17 0.62 4.40  -0.54
C7 4.19 0.46 3.28  -0.51
S2 3.49 -0.18 1.73  0.92
C8 3.69 1.20 0.58  -0.53
C9 2.79 2.39 0.82  -0.46
S3 0.99 2.17 0.57  0.82
C10 0.34 2.55 2.22  -0.50
C11 0.69 1.54 3.31  -0.52
S4 2.12 2.09 4.31  0.88
H5 3.70 0.73 5.35  0.07
H6 2.54 -0.26 4.49  0.07
H7 4.96 -0.24 3.59  0.07
H8 4.68 1.41 3.07  0.08
H9 3.53 0.77 -0.40  0.02
H10 4.73 1.54 0.63  0.09
H11 3.06 3.20 0.13  0.08
H12 2.90 2.76 1.84  0.04
H13 -0.74 2.60 2.07  0.04
H14 0.68 3.56 2.48  0.08
H15 0.91 0.56 2.88  0.03
H16 -0.16 1.43 3.98  0.08
N2 -3.81 -1.22 0.93  0.16
N3 -3.42 0.02 0.45  -0.30
N4 -4.02 0.64 -0.52  0.15
C12 -3.27 1.73 -0.64  -0.20
N5 -2.26 1.74 0.24  -0.02
N6 -2.39 0.62 0.95  0.03
H17 -4.57 -1.52 0.34  0.11
H18 -3.00 -1.82 0.79  0.09
H19 -3.47 2.52 -1.34  0.11
C13 2.30 -1.26 -4.95  -0.06
O2 0.92 -0.92 -4.93  -0.09
C14 0.19 -1.21 -6.03  -0.25
C15 0.67 -1.78 -7.20  0.00
C16 -0.20 -2.03 -8.26  -0.06
C17 -1.55 -1.72 -8.17  -0.07
C18 -2.04 -1.16 -6.99  -0.01
C19 -1.18 -0.92 -5.94  -0.19
N7 -1.68 -0.32 -4.73  0.14
C20 -1.67 -0.82 -3.52  0.02
C21 -1.34 -2.10 -3.05  -0.13
C22 -1.10 -3.24 -3.87  0.00
C23 -0.88 -4.46 -3.31  -0.06
C24 -0.91 -4.60 -1.90  -0.04
C25 -1.13 -3.53 -1.08  -0.01
C26 -1.34 -2.23 -1.62  -0.38
O3 -1.51 -1.23 -0.83  -0.25
H20 2.69 -0.98 -3.98  0.04
H21 2.83 -0.72 -5.74  0.10
H22 2.43 -2.34 -5.10  0.10
H23 1.71 -2.02 -7.30  0.11
H24 0.19 -2.46 -9.16  0.11
H25 -2.22 -1.91 -8.99  0.11
H26 -3.09 -0.93 -6.88  0.12
H27 -2.02 0.62 -4.83  0.17
H28 -2.00 -0.12 -2.75  0.13
H29 -1.11 -3.15 -4.94  0.11
H30 -0.72 -5.33 -3.93  0.11
H31 -0.74 -5.57 -1.46  0.11
H32 -1.14 -3.63 0.00  0.12

---

C26H32NO5SSn as an isolated structure. Source: the Open Molecules 2025 dataset; level of theory: wB97M-V/def2-TZVPD.

The highest occupied orbital energy comes out at -4.318 eV. As for the net charge: -1. The LUMO energy comes out at 2.53 eV. Its orbital gap is 6.85 eV.

Last column: Löwdin charge in e.
Geometry (Å):
O1 1.36 1.21 -3.10  -0.10
C1 0.21 1.69 -3.89  -0.16
C2 0.97 2.28 -5.04  -0.09
H1 -0.31 2.48 -3.34  0.13
H2 -0.41 0.83 -4.18  0.12
C3 2.14 1.88 -4.14  -0.59
H3 0.84 3.36 -5.10  0.11
H4 0.83 1.76 -5.99  0.11
C4 2.82 3.14 -3.65  -0.02
H5 2.10 3.78 -3.12  0.10
H6 3.17 3.67 -4.54  0.09
H7 3.68 2.92 -3.00  0.09
C5 3.05 0.89 -4.82  -0.02
H8 2.50 -0.01 -5.12  0.09
H9 3.90 0.62 -4.18  0.09
H10 3.45 1.37 -5.72  0.09
Sn1 1.37 -1.57 1.18  1.46
C6 1.17 -4.32 0.58  -0.23
C7 0.04 -3.61 1.13  -0.34
C8 -0.58 -2.87 0.04  -0.28
H11 -0.45 -3.78 2.09  0.09
C9 0.19 -3.13 -1.14  -0.18
C10 1.24 -4.04 -0.81  -0.19
H12 1.89 -4.53 -1.53  0.08
H13 1.78 -5.02 1.15  0.09
H14 -1.55 -2.37 0.09  0.07
H15 -0.10 -2.78 -2.13  0.08
C11 2.48 -0.39 3.07  -0.31
C12 3.74 -0.45 2.40  -0.22
C13 3.72 0.46 1.30  -0.19
H16 4.59 -1.03 2.74  0.08
C14 2.47 1.12 1.27  -0.19
C15 1.70 0.62 2.37  -0.31
H17 0.76 1.03 2.73  0.07
H18 2.21 -0.79 4.04  0.09
H19 4.56 0.72 0.66  0.08
H20 2.15 1.97 0.66  0.10
O2 -1.14 2.27 -0.81  -0.14
C16 -0.40 1.02 -0.97  -0.19
C17 -1.30 0.00 -1.68  -0.16
H21 0.06 0.68 -0.01  0.07
H22 0.44 1.20 -1.67  0.08
C18 -2.46 0.87 -2.25  -0.15
H23 -1.71 -0.69 -0.95  0.05
H24 -0.73 -0.56 -2.42  0.09
C19 -2.50 1.99 -1.23  -0.20
H25 -3.37 0.26 -2.39  0.11
H26 -2.15 1.26 -3.23  0.07
H27 -3.04 1.63 -0.35  0.10
H28 -2.94 2.94 -1.55  0.11
O3 0.18 -2.39 4.13  0.00
C20 -0.67 -1.56 3.75  -0.49
N1 -0.57 -0.88 2.56  -0.17
S1 -1.85 0.07 2.12  0.64
O4 -1.55 1.48 2.16  -0.27
O5 -2.50 -0.46 0.95  -0.31
C21 -2.73 -0.38 3.55  -0.23
C22 -3.96 0.15 3.92  -0.04
C23 -4.48 -0.14 5.18  -0.08
C24 -3.77 -0.98 6.05  -0.08
C25 -2.52 -1.49 5.66  0.00
C26 -1.98 -1.19 4.39  -0.10
H29 -4.49 0.80 3.23  0.12
H30 -5.42 0.31 5.49  0.10
H31 -4.21 -1.20 7.02  0.10
H32 -1.96 -2.12 6.34  0.11

---

| no. | maximum force (eV/A) |
| --- | --- |
| 1 | 0.673 |
| 2 | 1.572 |
| 3 | 0.529 |
| 4 | 3.163 |